Entry 1:
Computed, not measured: a 3-piece molecular cluster, C27H32F3I2NO11S overall in a non-equilibrium geometry, with the ωB97M-V functional and the def2-TZVPD basis.

Last column: Löwdin charge in e.
Atoms and positions in Å:
C (-2.91715, -4.64241, 1.30083)  0.0268
C (-2.42149, -3.99084, 0.13779)  -0.1207
C (-2.40746, -2.38355, 0.00024)  -0.3382
C (-3.86150, -2.04506, -0.57930)  -0.1526
C (-4.68628, -0.86914, 0.08623)  -0.2197
C (-5.98541, -1.46187, 0.80502)  -0.2130
C (-6.97332, -0.34698, 1.37965)  -0.1854
C (-7.89249, 0.19028, 0.18490)  -0.2951
N (-7.26379, 1.42013, -0.37961)  -0.0354
C (-1.27285, -1.84048, -0.99959)  -0.1296
C (-0.02376, -2.83517, -1.18177)  -0.3992
F (-0.31608, -3.87750, -2.09062)  0.0705
F (0.51381, -3.29504, 0.00687)  0.1079
F (1.06612, -2.18779, -1.82377)  0.0591
C (-0.83094, -0.33388, -0.76109)  -0.2497
C (-1.92204, 0.78112, -1.04190)  -0.6523
I (-2.91515, 0.66478, -2.96809)  0.8101
C (-1.10397, 2.21469, -1.03065)  -0.6936
C (-1.29334, 3.01634, 0.34036)  -0.1761
I (-2.06491, 3.49982, -2.56192)  0.6768
C (-0.37070, -0.12614, 0.78169)  -0.1901
O (-1.48704, -0.16439, 1.70229)  -0.2252
S (-2.04496, -1.76675, 1.70324)  0.8128
O (-3.22974, -1.83376, 2.64084)  -0.3080
O (-0.95247, -2.53787, 2.41130)  -0.3082
H (-3.84348, -4.16275, 1.76170)  0.0780
H (-2.44436, -5.56143, 1.74393)  0.0847
H (-2.13436, -4.68986, -0.69726)  0.1196
H (-4.53061, -2.97186, -0.50381)  0.1222
H (-3.84386, -1.83336, -1.70532)  0.0725
H (-4.16109, -0.20032, 0.82296)  0.0925
H (-5.08604, -0.18511, -0.74214)  0.0854
H (-6.56248, -2.03998, 0.00006)  0.1102
H (-5.74163, -2.21173, 1.61614)  0.1019
H (-7.67925, -0.88978, 2.09581)  0.1080
H (-6.43435, 0.46655, 1.95033)  0.1143
H (-7.99552, -0.58270, -0.65367)  0.1119
H (-8.96493, 0.35425, 0.56058)  0.1044
H (-7.85527, 1.79418, -1.13651)  0.0667
H (-7.28004, 2.10435, 0.39237)  0.0675
H (-1.75001, -1.86684, -2.04177)  0.1125
H (0.08965, -0.01664, -1.36069)  0.1508
H (-2.70762, 0.91760, -0.24403)  0.0705
H (-0.03670, 2.11349, -1.37838)  0.0681
H (-2.04317, 2.49941, 1.03202)  0.0877
H (-0.30694, 3.01582, 0.92223)  0.0771
H (-1.68322, 4.07290, 0.19738)  0.0411
H (0.22534, 0.85597, 0.88502)  0.1023
H (0.40388, -0.95034, 0.96051)  0.1327
C (4.75329, 2.62437, 2.25093)  0.0594
C (3.74419, 1.84858, 1.85057)  -0.2646
C (2.95944, 2.16631, 0.62486)  -0.3119
O (2.05214, 1.42167, 0.27831)  0.0553
C (3.30897, 3.37517, -0.12221)  0.0824
C (4.31682, 4.15266, 0.28035)  -0.2144
C (5.11915, 3.82023, 1.49297)  -0.3094
O (6.04300, 4.54505, 1.81722)  0.1156
O (4.65339, 5.27596, -0.39562)  0.1091
O (3.39290, 0.73828, 2.54521)  0.1154
H (5.33195, 2.40346, 3.13722)  0.1439
H (2.72023, 3.60365, -1.00082)  0.1387
H (5.40831, 5.65615, 0.09346)  0.1198
H (2.64132, 0.35221, 2.05876)  0.1122
C (7.61926, -0.11128, 0.00833)  0.0869
C (8.40271, -0.72615, -0.88088)  -0.2209
C (7.87969, -1.16539, -2.20699)  -0.3109
O (8.62964, -1.70591, -2.99833)  0.1188
C (6.46391, -0.92717, -2.50043)  0.0833
C (5.67977, -0.31564, -1.61014)  -0.2095
C (6.21086, 0.14792, -0.29487)  -0.2625
O (5.46829, 0.72094, 0.48782)  0.1067
O (4.36600, -0.09043, -1.86604)  0.1074
O (9.70739, -0.97646, -0.61675)  0.1050
H (7.98710, 0.21405, 0.97218)  0.1397
H (6.09244, -1.26612, -3.45790)  0.1396
H (4.01895, 0.36213, -1.07501)  0.0918
H (10.05184, -1.42459, -1.41267)  0.1186

Properties
DFT total energy	-3223.348304	Ha
Kohn-Sham gap	5.99	eV
net charge	0
LUMO level	-1.9	eV

Entry 2:
Computed, not measured: C52H78AsCrN2O7P2SSi as an isolated structure in a non-equilibrium geometry, with the ωB97M-V functional and the def2-TZVPD basis.

Last column: Löwdin spin population.
Atoms and positions in Å:
Cr (-1.43442, 1.08622, 0.22978)  1.0803
C (-0.02886, 1.63604, -2.79910)  -0.0021
Si (0.52123, 0.80024, -1.16441)  -0.0399
C (1.61858, -0.68899, -1.84726)  -0.0089
C (2.97571, -0.35376, -1.97862)  -0.0022
C (3.94737, -1.24584, -2.39588)  -0.0003
C (3.58586, -2.54017, -2.72084)  -0.0007
C (2.25199, -2.89350, -2.65765)  0.0001
C (1.25940, -1.99870, -2.24668)  -0.0008
P (-0.49778, -2.56041, -2.22232)  -0.0009
C (-0.96504, -3.05286, -3.98642)  -0.0001
C (-1.52610, -1.81517, -4.71453)  0.0000
C (-0.41502, -0.97155, -5.33132)  0.0000
C (0.35075, -1.79274, -6.36321)  0.0000
C (1.00791, -2.97284, -5.65552)  0.0000
C (-0.03557, -3.82986, -4.93399)  0.0000
C (-0.37152, -4.19771, -1.26315)  -0.0001
C (0.06283, -5.54464, -1.86845)  0.0000
C (-1.03234, -6.27865, -2.64323)  0.0000
C (-2.27464, -6.46595, -1.77809)  0.0000
C (-2.77452, -5.10777, -1.30089)  0.0000
C (-1.69343, -4.39526, -0.48913)  0.0000
C (1.93345, 2.01724, -0.54052)  -0.0091
C (2.41361, 2.94701, -1.47118)  -0.0022
C (3.39196, 3.87777, -1.16143)  -0.0003
C (3.93375, 3.90682, 0.11285)  -0.0008
C (3.49630, 2.99195, 1.05578)  0.0001
C (2.50945, 2.05152, 0.74929)  -0.0008
P (1.99901, 0.74717, 1.92728)  -0.0019
C (1.51663, 1.64440, 3.49993)  -0.0003
C (1.30178, 0.64381, 4.64118)  0.0000
C (0.24402, 1.20165, 5.60902)  0.0000
C (0.27184, 2.73970, 5.64321)  0.0000
C (1.69859, 3.25123, 5.44446)  0.0000
C (2.28011, 2.84566, 4.06711)  -0.0001
C (3.59783, -0.16196, 2.30506)  -0.0001
C (4.80147, 0.51775, 2.95190)  0.0000
C (5.82557, -0.55453, 3.36750)  0.0000
C (5.92688, -1.70127, 2.34395)  0.0000
C (5.48640, -1.24144, 0.95861)  0.0000
C (4.01302, -0.81479, 0.97092)  0.0000
H (0.68688, 1.53879, -3.61730)  -0.0005
H (-0.22983, 2.69670, -2.62781)  -0.0001
H (-0.97442, 1.19207, -3.11394)  -0.0004
H (3.29006, 0.64758, -1.72328)  -0.0003
H (4.98244, -0.93069, -2.45023)  0.0000
H (4.33067, -3.26067, -3.03635)  -0.0001
H (1.97211, -3.89169, -2.95921)  0.0000
H (-1.82390, -3.69762, -3.76515)  0.0000
H (-2.11313, -1.21662, -4.01535)  0.0000
H (-2.20174, -2.14979, -5.51011)  0.0000
H (0.28000, -0.66423, -4.54739)  0.0000
H (-0.83587, -0.07234, -5.78606)  0.0000
H (1.11326, -1.18124, -6.85181)  0.0000
H (-0.33569, -2.15296, -7.13725)  0.0000
H (1.72960, -2.58459, -4.93821)  0.0000
H (1.54829, -3.59977, -6.37018)  0.0000
H (0.46402, -4.65121, -4.41581)  0.0000
H (-0.67713, -4.28451, -5.69982)  0.0000
H (0.39612, -3.92905, -0.52682)  0.0000
H (0.36155, -6.18911, -1.03169)  0.0000
H (0.94259, -5.43977, -2.50138)  0.0000
H (-0.65130, -7.25169, -2.96350)  0.0000
H (-1.30488, -5.71761, -3.53920)  0.0000
H (-2.02274, -7.08101, -0.90696)  0.0000
H (-3.05359, -6.98802, -2.33821)  0.0000
H (-3.66671, -5.22799, -0.68070)  0.0000
H (-3.05517, -4.47969, -2.15155)  0.0000
H (-1.48905, -4.99991, 0.40551)  0.0000
H (-2.07981, -3.41955, -0.18165)  0.0000
H (2.00708, 2.93552, -2.47600)  -0.0003
H (3.73612, 4.57512, -1.91571)  0.0000
H (4.69758, 4.63090, 0.36940)  -0.0001
H (3.95030, 3.00172, 2.03554)  0.0000
H (0.52720, 1.99826, 3.19624)  0.0000
H (2.25186, 0.48745, 5.16138)  0.0000
H (0.97479, -0.32449, 4.25617)  0.0000
H (0.41836, 0.80934, 6.61397)  0.0000
H (-0.74715, 0.86933, 5.29045)  0.0000
H (-0.11869, 3.09640, 6.59781)  0.0000
H (-0.37662, 3.14082, 4.85877)  0.0000
H (2.31986, 2.82982, 6.23957)  0.0000
H (1.72784, 4.33751, 5.55464)  0.0000
H (3.33478, 2.60519, 4.20218)  0.0000
H (2.21941, 3.67918, 3.37041)  0.0000
H (3.27149, -0.94707, 3.00241)  0.0000
H (4.50401, 1.06898, 3.84382)  0.0000
H (5.25379, 1.22301, 2.25205)  0.0000
H (5.53225, -0.96809, 4.33596)  0.0000
H (6.80023, -0.08162, 3.50818)  0.0000
H (5.28949, -2.53363, 2.65580)  0.0000
H (6.95009, -2.07895, 2.30591)  0.0000
H (5.62526, -2.04098, 0.22893)  0.0000
H (6.11148, -0.40116, 0.64359)  0.0000
H (3.36623, -1.67522, 0.77566)  0.0000
H (3.84532, -0.10990, 0.15830)  0.0000
O (-4.90561, -0.74591, 0.15127)  -0.0003
As (-3.66985, -1.11055, -1.07980)  -0.0023
O (-4.14587, 0.21403, -2.35301)  -0.0009
O (-2.27461, -0.49650, -0.37819)  -0.0129
C (-5.14654, 1.08928, -2.18918)  -0.0001
C (-6.35536, 0.88890, -2.86508)  0.0000
C (-7.38191, 1.80778, -2.76818)  -0.0001
C (-7.23585, 2.96157, -2.00414)  0.0000
C (-6.05149, 3.17703, -1.32822)  -0.0001
C (-5.02132, 2.24885, -1.41203)  -0.0002
S (-3.56578, 2.56120, -0.46213)  0.0017
O (-3.66205, 1.76004, 0.77388)  0.0047
O (-3.52075, 3.98181, -0.20770)  0.0000
O (-2.38185, 2.09878, -1.23716)  0.0046
H (-4.64123, 0.09506, 0.57316)  0.0000
H (-6.46598, -0.00338, -3.46680)  0.0000
H (-8.31191, 1.62197, -3.29075)  0.0000
H (-8.03902, 3.68261, -1.93833)  0.0000
H (-5.88491, 4.06987, -0.74066)  0.0000
C (-3.57203, -0.56756, 3.35777)  -0.0001
N (-2.47737, -1.49577, 3.09943)  -0.0013
C (-2.67305, -2.87489, 3.51753)  -0.0002
C (-1.42312, -1.11364, 2.37525)  0.0029
C (-0.34259, -2.12450, 2.11856)  0.0010
O (-1.30427, 0.06396, 1.99780)  0.0171
H (-3.76377, -0.51679, 4.43101)  0.0000
H (-4.47349, -0.89711, 2.83860)  0.0000
H (-3.29808, 0.41682, 2.99263)  -0.0001
H (-3.54050, -2.91859, 4.17014)  0.0000
H (-1.81098, -3.24812, 4.07062)  0.0000
H (-2.85398, -3.52681, 2.65995)  -0.0001
H (-0.75046, -3.06873, 1.76968)  0.0003
H (0.20662, -2.30495, 3.04653)  -0.0001
H (0.33305, -1.71614, 1.37185)  -0.0002
C (-0.59182, 5.90867, -0.22872)  -0.0001
C (-0.68402, 5.35105, 1.20366)  -0.0013
C (-1.90588, 5.93029, 1.93383)  -0.0008
C (0.60236, 5.65974, 1.98301)  -0.0004
C (-0.83428, 3.90685, 1.06922)  -0.0095
N (-0.84718, 2.77542, 0.88345)  -0.0076
H (-0.42783, 6.98535, -0.18516)  0.0000
H (-1.51753, 5.70762, -0.76720)  0.0000
H (0.24060, 5.44636, -0.76182)  0.0000
H (-1.78995, 7.01026, 2.02626)  -0.0001
H (-1.99939, 5.50219, 2.93315)  0.0000
H (-2.80887, 5.70562, 1.37191)  0.0000
H (0.75554, 6.73842, 1.98899)  -0.0001
H (1.46299, 5.18056, 1.51257)  0.0000
H (0.52202, 5.31491, 3.01441)  0.0000

Properties
DFT total energy	-7315.156893	Ha
<S²>	0.784
Kohn-Sham gap (alpha / beta)	6.87 / 7.26	eV
net charge	0
spin multiplicity	2
LUMO level (alpha / beta)	-0.8 / -0.2	eV

Entry 3:
Computed, not measured: C27H26MoN2O2PS5Sb as an isolated structure, with the ωB97M-V functional and the def2-TZVPD basis.

Last column: Löwdin spin population.
Atoms and positions in Å:
Mo (0.09045, 1.31896, -0.14598)  0.8957
S (4.03073, 2.86598, -2.48953)  -0.0132
Sb (2.25749, 3.58336, -1.43039)  0.0145
S (1.93783, 1.74989, 0.76661)  -0.0997
S (0.32272, 2.19526, -2.28975)  0.1500
O (-2.52606, 1.12452, -1.39090)  0.0009
N (-1.57373, 0.13609, -1.13112)  -0.0024
C (-2.09821, -1.02533, -1.13446)  0.0054
C (-1.46629, -2.26609, -0.70985)  -0.0003
C (-2.30474, -3.38013, -0.70694)  0.0015
C (-1.84199, -4.61543, -0.28180)  -0.0008
C (-0.53310, -4.73752, 0.14579)  0.0015
C (0.31383, -3.63436, 0.13926)  -0.0012
C (-0.13220, -2.39230, -0.28878)  -0.0007
P (1.06604, -1.02640, -0.40441)  0.0056
C (1.77107, -1.22047, -2.05784)  0.0071
C (1.19320, -2.04135, -3.02058)  0.0012
C (1.73172, -2.08937, -4.29939)  0.0005
C (2.84295, -1.32401, -4.61663)  0.0014
C (3.41917, -0.50032, -3.65792)  0.0007
C (2.88225, -0.44262, -2.38415)  0.0013
C (2.34763, -1.47750, 0.78972)  -0.0028
C (2.09387, -1.27665, 2.14805)  -0.0012
C (3.03526, -1.65368, 3.09002)  0.0003
C (4.23474, -2.22607, 2.68449)  -0.0005
C (4.48821, -2.43062, 1.33783)  0.0001
C (3.54523, -2.06229, 0.38652)  -0.0008
H (-2.11277, 1.69527, -2.06407)  0.0004
H (-3.13878, -1.07393, -1.44492)  0.0001
H (-3.33168, -3.27181, -1.03254)  0.0001
H (-2.50245, -5.47147, -0.28081)  -0.0001
H (-0.15847, -5.69394, 0.48546)  0.0001
H (1.33593, -3.75238, 0.47255)  -0.0001
H (0.33243, -2.65413, -2.78532)  0.0001
H (1.28104, -2.73077, -5.04499)  0.0000
H (3.26050, -1.36471, -5.61390)  0.0000
H (4.27652, 0.11147, -3.90331)  0.0000
H (3.33001, 0.21706, -1.65026)  -0.0003
H (1.15692, -0.83655, 2.46763)  0.0003
H (2.83561, -1.49858, 4.14201)  0.0000
H (4.97236, -2.51344, 3.42211)  0.0000
H (5.42052, -2.87871, 1.02125)  0.0000
H (3.74678, -2.23036, -0.66256)  0.0000
C (-1.13071, 0.75309, 5.54453)  -0.0001
O (-1.26928, 0.32190, 4.17805)  0.0006
C (-0.89977, 1.13794, 3.20808)  0.0061
S (-0.17695, 2.59319, 3.45527)  0.0071
S (-1.32860, 0.37188, 1.67971)  0.0095
H (-1.56274, -0.04626, 6.13644)  0.0000
H (-1.66773, 1.68813, 5.69192)  0.0001
H (-0.07936, 0.89520, 5.78634)  0.0000
N (-0.92703, 3.31512, 0.37944)  0.0030
C (-2.28282, 3.67534, 0.03081)  0.0013
C (-2.53643, 4.29998, -1.18116)  0.0023
C (-3.84527, 4.60610, -1.52625)  0.0005
C (-4.88675, 4.29188, -0.66601)  -0.0004
C (-4.61698, 3.67901, 0.54940)  0.0001
C (-3.31336, 3.36795, 0.90467)  -0.0001
H (-0.81574, 3.30347, 1.40342)  0.0013
H (-0.30014, 4.03374, 0.02475)  0.0011
H (-1.71913, 4.54358, -1.85000)  0.0028
H (-4.04762, 5.09855, -2.46816)  0.0000
H (-5.90518, 4.53440, -0.93723)  0.0000
H (-5.42494, 3.44423, 1.22944)  0.0000
H (-3.09604, 2.88700, 1.85037)  0.0001

Properties
DFT total energy	-3945.054697	Ha
<S²>	0.775
Kohn-Sham gap (alpha / beta)	6.35 / 6.90	eV
net charge	+1
spin multiplicity	2
ΔE to the lowest compared entry with this formula, charge and spin	0.000	eV
LUMO level (alpha / beta)	-4.5 / -4.3	eV

Entry 4:
Computed, not measured: C6H18BF4O3RbS3 as an isolated structure in a non-equilibrium geometry, with the ωB97M-V functional and the def2-TZVPD basis.

Last column: natural (NBO) charge in e.
Atoms and positions in Å:
Rb (5.94473, 8.66441, 0.66088)  0.9998
B (2.36024, 4.13301, -0.14025)  1.3304
F (1.92155, 4.60969, 1.06893)  -0.5806
F (1.89241, 5.13260, -1.00750)  -0.5889
F (3.75031, 4.07381, -0.16645)  -0.5906
F (1.90830, 2.84593, -0.42492)  -0.5702
C (5.91976, -2.92823, 2.42599)  -0.7990
S (6.64413, -4.22131, 1.29930)  1.1892
O (7.56777, -5.02330, 2.22318)  -0.9720
C (5.15384, -5.31471, 1.05885)  -0.8174
H (5.01772, -2.64674, 1.88266)  0.2189
H (6.53325, -2.04451, 2.60132)  0.2426
H (5.60780, -3.29398, 3.40426)  0.2339
H (5.43672, -6.35164, 0.87754)  0.2498
H (4.42069, -5.02595, 0.30572)  0.2293
H (4.61755, -5.28462, 2.00731)  0.2246
C (-2.11406, -3.36543, -2.93242)  -0.8145
S (-3.07867, -3.12047, -4.46248)  1.1962
O (-4.20724, -2.15315, -4.23306)  -0.9628
C (-1.73025, -2.20461, -5.44491)  -0.8027
H (-1.15266, -3.79415, -3.21530)  0.2281
H (-2.69997, -4.08606, -2.36190)  0.2321
H (-2.06513, -2.37300, -2.48432)  0.2422
H (-1.29786, -1.31209, -4.99264)  0.2301
H (-2.26157, -1.84475, -6.32600)  0.2341
H (-0.94066, -2.92092, -5.67190)  0.2173
C (-4.40478, 4.57472, 3.29451)  -0.8558
S (-6.13340, 4.22227, 2.99267)  1.2410
O (-6.61741, 5.52967, 2.50347)  -0.9815
C (-6.01638, 3.02069, 1.54569)  -0.8273
H (-3.87752, 4.84564, 2.37980)  0.2380
H (-3.85581, 3.80493, 3.83688)  0.2305
H (-4.19451, 5.43624, 3.92829)  0.2508
H (-6.89755, 3.16873, 0.92142)  0.2430
H (-5.95824, 1.95351, 1.75981)  0.2330
H (-5.19312, 3.29379, 0.88558)  0.2284

Properties
DFT total energy	-2108.135417	Ha
Kohn-Sham gap	6.10	eV
net charge	0
ΔE to the lowest compared entry with this formula, charge and spin	4.207	eV
LUMO level	-2.4	eV